Run one
Formula: C2H3OPS
Source: OMol25
Level of theory: ωB97M-V/def2-TZVPD

Positions of all 8 atoms, in Å:
C (-1.78, 0.29, -1.04)
C (0.74, 0.27, 0.94)
O (-1.17, 1.80, 1.49)
P (-2.36, 1.62, -0.54)
S (-0.27, 0.81, 2.10)
H (1.53, -0.46, 1.44)
H (0.69, 0.23, -0.07)
H (-1.72, -0.58, -1.70)

Summary:
Orbital gap (alpha / beta) = 8.216 / 8.217 eV
Total charge = 0
E_HOMO (alpha / beta) = -0.325 / -0.325 Eh

Charges obtained by Löwdin population analysis, quoted in units of e: -0.535, -0.293, -0.786, 0.787, 0.872, 0.061, -0.049, -0.058

=====

Run two
Formula: C2H3OPS
Source: OMol25
Level of theory: ωB97M-V/def2-TZVPD

Positions of all 8 atoms, in Å:
C (0.27, -0.35, -0.23)
C (0.12, 0.56, 0.93)
O (-1.38, -0.49, -2.29)
P (-0.77, -1.44, -1.34)
S (1.59, -0.63, -1.20)
H (0.12, -0.13, 1.84)
H (0.87, 1.33, 1.15)
H (-0.81, 1.16, 1.13)

Summary:
Orbital gap = 8.338 eV
Total charge = 0
E_HOMO = -0.342 Eh

Charges obtained by Löwdin population analysis, quoted in units of e: -0.927, -0.173, -0.529, 0.671, 0.684, 0.106, 0.071, 0.097

=====

Pick run two: it beats the second-best structure by 0.1169 hartree.

=====

Run one
Formula: C7H10N2O2S
Source: OMol25
Level of theory: ωB97M-V/def2-TZVPD

Positions of all 22 atoms, in Å:
C (1.17, -0.30, -0.17)
C (-0.75, 0.47, 2.69)
C (3.10, 1.23, 0.61)
C (3.10, 1.43, -0.87)
C (2.23, 0.39, -0.28)
C (-1.48, -1.78, -1.55)
C (-2.71, 0.20, -0.19)
N (0.31, -1.15, -0.03)
N (-1.01, 0.19, 1.57)
O (-0.51, 0.87, 3.76)
O (-1.84, -2.12, 0.99)
S (-1.38, -1.04, 0.18)
H (3.95, 0.74, 1.07)
H (2.60, 1.94, 1.25)
H (2.60, 2.31, -1.27)
H (3.95, 1.11, -1.44)
H (-1.21, -1.01, -2.27)
H (-0.78, -2.60, -1.62)
H (-2.49, -2.14, -1.71)
H (-3.43, 0.09, 0.61)
H (-2.29, 1.20, -0.17)
H (-3.16, -0.02, -1.15)

Summary:
Orbital gap = 9.486 eV
Total charge = 0
SMILES string = CS(C)(=O)(N=C=O)N=C=C1CC1
E_HOMO = -0.340 Eh

Charges obtained by Löwdin population analysis, quoted in units of e: -0.091, -0.432, -0.076, -0.087, -0.177, -0.177, -0.131, -0.041, -0.026, 0.114, -0.337, 0.705, 0.107, 0.109, 0.109, 0.105, 0.054, 0.048, 0.052, 0.069, 0.056, 0.046

=====

Run two
Formula: C7H10N2O2S
Source: OMol25
Level of theory: ωB97M-V/def2-TZVPD

Positions of all 22 atoms, in Å:
C (0.64, 2.11, -0.88)
C (0.31, 0.58, -0.88)
C (1.56, -1.42, -0.16)
C (-1.04, 0.11, -0.45)
C (-1.80, 0.68, 0.62)
C (-2.94, 0.02, 0.94)
C (-1.66, -0.99, -0.93)
H (0.51, 2.59, 0.05)
H (1.73, 2.25, -1.07)
H (0.04, 2.75, -1.62)
H (0.53, 0.19, -1.86)
H (2.08, 0.81, 1.47)
H (2.00, -3.02, 0.84)
H (1.64, -1.75, 1.88)
H (-1.55, 1.63, 1.15)
H (-3.63, 0.14, 1.79)
H (-1.35, -1.68, -1.73)
N (1.34, -0.02, -0.01)
N (2.07, -2.03, 0.97)
O (1.20, 0.40, 1.29)
O (1.47, -1.98, -1.24)
S (-3.15, -1.33, -0.17)

Summary:
Orbital gap = 9.532 eV
Total charge = 0
SMILES string = C[C@H](c1ccsc1)N(O)C(N)=O
E_HOMO = -0.327 Eh

Charges obtained by Löwdin population analysis, quoted in units of e: -0.036, -0.266, -0.536, -0.294, -0.164, -0.382, -0.402, 0.038, 0.088, 0.109, 0.138, 0.137, 0.092, 0.116, 0.125, 0.072, 0.093, -0.103, 0.154, -0.008, 0.061, 0.969

=====

Pick run two: it beats the second-best structure by 0.1789 hartree.

=====

Run one
Formula: C6H6N2OS
Source: OMol25
Level of theory: ωB97M-V/def2-TZVPD

Positions of all 16 atoms, in Å:
C (-2.44, 0.10, 0.23)
C (-1.53, -0.95, 0.08)
C (-1.96, 1.40, 0.13)
C (-0.23, -0.78, -0.20)
C (-0.66, 1.58, -0.25)
C (0.22, 0.51, -0.37)
N (3.67, -1.07, -0.50)
N (2.74, -0.47, 0.03)
O (2.10, -0.52, 1.06)
S (1.91, 0.75, -0.83)
H (-3.46, -0.08, 0.44)
H (-1.87, -2.06, 0.13)
H (-2.66, 2.26, 0.21)
H (0.58, -1.51, 0.04)
H (-0.42, 2.65, -0.30)
H (4.01, -1.81, 0.10)

Summary:
Orbital gap = 9.074 eV
Total charge = 0
E_HOMO = -0.323 Eh

Charges obtained by Löwdin population analysis, quoted in units of e: -0.073, -0.100, -0.092, -0.134, -0.115, -0.512, 0.129, -0.717, -0.116, 1.054, 0.090, 0.142, 0.121, 0.123, 0.118, 0.084

=====

Run two
Formula: C6H6N2OS
Source: OMol25
Level of theory: ωB97M-V/def2-TZVPD

Positions of all 16 atoms, in Å:
C (1.69, 1.35, -1.25)
C (0.49, 1.31, -0.67)
C (2.10, -0.05, -1.48)
C (0.05, -0.09, -0.62)
C (-1.29, -0.54, 0.14)
C (-1.52, 0.04, 1.49)
N (-0.96, -2.09, 0.41)
N (-0.22, -2.29, 1.38)
O (1.13, -0.82, -1.11)
S (-0.48, -0.99, 2.44)
H (2.33, 2.20, -1.57)
H (-0.29, 2.08, -0.43)
H (2.94, -0.59, -2.02)
H (-2.12, -0.29, -0.43)
H (-1.33, 0.99, 1.79)
H (-2.51, -0.21, 1.92)

Summary:
Orbital gap = 8.800 eV
Total charge = 0
E_HOMO = -0.307 Eh

Charges obtained by Löwdin population analysis, quoted in units of e: -0.087, -0.074, -0.118, -0.144, -0.254, -0.467, -0.061, -0.282, 0.001, 0.866, 0.111, 0.129, 0.146, 0.105, 0.041, 0.088

=====

Pick run one: it beats the second-best structure by 0.0131 hartree.